# 1
{
  "formula": "C6H5InNO10S2",
  "method": "ωB97M-V/def2-TZVPD",
  "multiplicity": 1,
  "mol_weight_g_mol": 430.1,
  "charge": -1,
  "lumo_ev": -2.716,
  "e_above_lowest_kcal_mol": 0.00,
  "symbols": ["In", "S", "S", "O", "O", "O", "O", "O", "O", "O", "O", "O", "O", "N", "C", "C", "C", "C", "C", "C", "H", "H", "H", "H", "H"],
  "coordinates": [[0.76, 2.86, 1.13], [-0.85, 2.70, -1.43], [3.98, 3.08, 2.49], [0.58, 2.25, -1.49], [4.64, 3.74, 3.61], [-0.71, 4.08, -0.79], [0.45, 0.09, 0.53], [3.42, 3.99, 1.48], [1.52, -1.74, 0.89], [-1.58, 1.91, -0.39], [-1.55, 2.70, -2.69], [5.05, 2.26, 1.90], [2.83, 2.23, 2.94], [0.58, -1.11, 0.47], [-1.42, -1.15, -0.93], [-0.51, -1.86, -0.19], [-2.64, -3.22, -1.21], [-2.48, -1.88, -1.50], [-0.64, -3.21, 0.07], [-1.71, -3.92, -0.45], [-1.82, -4.96, -0.16], [-1.38, -0.09, -1.13], [-0.02, -3.65, 0.84], [-3.14, -1.33, -2.16], [-3.36, -3.75, -1.84]]
}

***

# 2
{
  "formula": "C3H11NO2",
  "method": "ωB97M-V/def2-TZVPD",
  "multiplicity": 2,
  "mol_weight_g_mol": 93.1,
  "charge": -1,
  "lumo_ev": [3.465, 3.506],
  "e_above_lowest_kcal_mol": 25.91,
  "symbols": ["O", "O", "N", "C", "C", "C", "H", "H", "H", "H", "H", "H", "H", "H", "H", "H", "H"],
  "coordinates": [[-1.43, -0.17, 1.19], [-3.51, -0.03, -3.93], [0.88, 0.33, -0.64], [0.94, -0.25, 0.69], [2.35, -0.07, 1.30], [-0.15, 0.20, 1.71], [2.37, 0.58, 2.18], [2.95, 0.53, 0.61], [0.04, -0.41, 2.60], [0.75, 1.32, -0.68], [-1.56, -1.11, 1.24], [0.19, -0.10, -1.24], [-4.30, -0.17, -4.49], [2.79, -1.02, 1.57], [-2.82, 0.43, -4.40], [-0.21, 1.26, 1.84], [0.73, -1.30, 0.46]]
}

***

# 3
{
  "formula": "C4H14O2Si2",
  "method": "ωB97M-V/def2-TZVPD",
  "multiplicity": 1,
  "mol_weight_g_mol": 150.3,
  "charge": 0,
  "lumo_ev": 0.311,
  "e_above_lowest_kcal_mol": 34.19,
  "symbols": ["Si", "Si", "O", "O", "C", "C", "C", "C", "H", "H", "H", "H", "H", "H", "H", "H", "H", "H", "H", "H", "H", "H"],
  "coordinates": [[-0.67, 2.64, 0.38], [0.47, -1.33, 0.06], [-0.79, -0.41, 0.57], [-0.44, 2.17, 1.80], [2.04, -0.93, 1.06], [-2.21, 3.58, -0.20], [0.01, -3.17, 0.23], [0.69, -0.88, -1.78], [2.15, 0.14, 1.20], [1.26, -1.63, -2.31], [-2.90, 3.73, 0.63], [-2.75, 3.05, -0.98], [1.20, 0.07, -1.90], [0.80, -3.82, -0.13], [2.93, -1.30, 0.56], [-0.77, 0.03, 1.42], [-1.95, 4.56, -0.59], [0.29, 2.54, -0.71], [-0.88, -3.40, -0.35], [-0.28, -0.80, -2.27], [2.01, -1.39, 2.04], [-0.20, -3.44, 1.26]]
}

***

# 4
{
  "formula": "C2H3NO3",
  "method": "ωB97M-V/def2-TZVPD",
  "multiplicity": 1,
  "mol_weight_g_mol": 89.0,
  "charge": 0,
  "lumo_ev": -0.163,
  "e_above_lowest_kcal_mol": 72.80,
  "symbols": ["O", "O", "O", "N", "C", "C", "H", "H", "H"],
  "coordinates": [[-0.85, -2.20, 0.54], [1.47, -3.40, 2.10], [1.58, -4.33, 0.02], [-0.63, -1.01, 0.49], [0.52, -0.60, -0.28], [1.49, -3.93, 1.09], [0.92, -1.38, -0.95], [0.19, 0.25, -1.01], [1.30, 0.10, 0.26]]
}

***

# 5
{
  "formula": "C5H2N2O",
  "method": "ωB97M-V/def2-TZVPD",
  "multiplicity": 1,
  "mol_weight_g_mol": 106.1,
  "charge": 0,
  "lumo_ev": -2.157,
  "e_above_lowest_kcal_mol": 94.83,
  "symbols": ["O", "N", "N", "C", "C", "C", "C", "C", "H", "H"],
  "coordinates": [[0.28, 1.89, -0.36], [-1.79, 0.70, 0.51], [-0.74, -1.53, -0.24], [-0.38, 0.88, 0.04], [2.80, -0.22, 0.16], [1.62, -0.58, 0.03], [0.23, -0.70, -0.04], [-1.86, -0.68, -0.02], [-2.98, -1.11, -0.43], [3.89, -0.52, 0.41]]
}

***

# 6
{
  "formula": "C18H31Cl28F3O5S",
  "method": "ωB97M-V/def2-TZVPD",
  "multiplicity": 1,
  "mol_weight_g_mol": 1409.2,
  "charge": 0,
  "lumo_ev": 0.271,
  "symbols": ["Cl", "Cl", "Cl", "Cl", "Cl", "Cl", "Cl", "Cl", "Cl", "Cl", "Cl", "Cl", "Cl", "Cl", "Cl", "Cl", "Cl", "Cl", "Cl", "Cl", "Cl", "Cl", "Cl", "Cl", "Cl", "Cl", "Cl", "Cl", "S", "F", "F", "F", "O", "O", "O", "O", "O", "C", "C", "C", "C", "C", "C", "C", "C", "C", "C", "C", "C", "C", "C", "C", "C", "C", "C", "H", "H", "H", "H", "H", "H", "H", "H", "H", "H", "H", "H", "H", "H", "H", "H", "H", "H", "H", "H", "H", "H", "H", "H", "H", "H", "H", "H", "H", "H", "H"],
  "coordinates": [[-0.15, 2.25, 3.59], [-5.20, 4.70, 1.49], [-8.07, 2.45, 5.16], [6.28, -0.48, 3.95], [4.05, -8.56, 0.45], [-7.45, 1.07, 2.62], [3.73, -11.01, -1.11], [2.31, -3.72, 0.20], [-2.66, 0.88, 3.64], [-1.47, -3.53, -1.27], [1.03, -0.78, 1.32], [0.48, 4.87, -1.90], [3.26, 0.76, 0.22], [1.33, -1.23, -2.40], [6.45, 4.75, 0.76], [1.05, 3.65, -7.28], [4.88, -2.40, -0.26], [1.14, 5.61, -5.11], [-4.39, -3.61, -1.09], [1.93, -1.26, 5.83], [-0.35, -5.93, -3.79], [7.34, 2.21, 1.91], [3.54, -3.22, 4.37], [1.66, -2.72, -4.89], [1.49, 4.27, 0.78], [7.82, -1.66, 1.75], [-4.95, 2.64, 3.57], [1.64, -8.07, -3.81], [-2.14, 2.73, -2.70], [-1.80, 5.26, -3.12], [-2.34, 4.84, -1.20], [-3.69, 4.70, -2.70], [-1.28, 2.15, -1.50], [-3.37, 2.13, -2.69], [-1.64, 2.70, 0.54], [-2.82, 1.07, -0.12], [-1.50, 2.57, -3.88], [-2.98, -2.69, -1.64], [-4.11, 1.52, 0.14], [-4.68, 4.33, 3.15], [1.00, -6.66, -4.66], [6.86, -1.98, 3.19], [-2.51, 4.53, -2.41], [1.69, 0.84, 1.01], [-1.00, 0.86, 4.25], [4.02, -3.67, 0.62], [2.85, -1.59, 4.36], [-5.05, 0.72, 0.03], [-8.72, 1.71, 3.69], [0.51, -2.06, -3.72], [6.52, 3.00, 0.56], [0.11, 4.65, -6.18], [0.12, 4.85, -0.17], [-1.94, 2.03, -0.27], [2.99, -9.49, -0.62], [4.47, -4.62, 0.37], [3.67, -0.88, 4.29], [-1.00, 0.89, 5.33], [7.05, 2.77, -0.35], [1.00, 1.39, 0.38], [-0.52, 4.01, -5.57], [1.79, -5.93, -4.76], [-9.27, 2.46, 3.14], [-0.13, 5.85, 0.14], [1.80, 1.36, 1.96], [-5.08, -0.03, -0.72], [-5.88, 0.86, 0.69], [-0.08, -2.87, -3.31], [-3.63, 4.55, 3.24], [-9.37, 0.90, 3.97], [-0.72, 4.18, 0.00], [2.78, -8.90, -1.50], [5.50, 2.62, 0.50], [4.11, -3.48, 1.68], [2.07, -9.71, -0.09], [-0.14, -1.35, -4.23], [6.00, -2.57, 2.91], [-4.25, 2.54, 0.38], [-5.25, 4.95, 3.83], [2.19, -1.48, 3.51], [-0.50, -0.04, 3.91], [7.46, -2.52, 3.90], [-0.51, 5.33, -6.76], [0.65, -6.97, -5.64], [-3.05, -2.56, -2.71], [-2.98, -1.74, -1.15]]
}